Below is a cluster of 7 separate species, C22H34NO20S in total, with properties calculated with ωB97M-V/def2-TZVPD.

charge: +1
HOMO level: -12.7 eV
molecular weight: 664.57 g mol⁻¹
energy: -76634.759 eV
frontier orbital gap: 10.6649 eV

Structure (XYZ):
```
78
Properties=species:S:1:pos:R:3:forces:R:3:mulliken_charge:R:1
N -1.386 -4.272 -2.561 0.455 0.314 -0.280 -0.553
C -0.444 -3.210 -2.253 -0.754 -0.088 0.088 0.986
S 1.251 -3.861 -2.290 0.252 -0.221 -0.568 0.014
C 2.308 -2.683 -1.432 -0.094 0.196 0.297 0.379
C 2.534 -1.429 -2.259 0.128 0.371 0.289 -0.310
O 3.133 -1.726 -3.516 -0.121 -0.541 -0.214 -0.376
C 2.278 -1.855 -4.555 0.029 0.052 0.070 0.080
O 1.172 -1.396 -4.580 -0.126 -0.141 0.032 -0.454
H -0.951 -5.181 -2.677 -0.142 -0.081 0.212 0.288
H -1.808 -4.058 -3.459 -0.159 -0.234 -0.112 0.123
H -0.467 -2.439 -3.025 0.171 0.037 0.060 0.122
H -0.615 -2.778 -1.271 0.164 -0.033 -0.006 -0.477
H 1.158 -4.844 -1.371 -0.049 0.269 0.341 0.309
H 1.838 -2.408 -0.491 -0.025 -0.053 -0.048 -0.396
H 3.234 -3.210 -1.208 0.002 -0.052 -0.118 0.606
H 1.620 -0.851 -2.383 -0.013 -0.104 -0.019 0.069
H 3.240 -0.817 -1.700 0.036 0.020 -0.094 0.234
H 2.712 -2.466 -5.352 0.208 0.248 -0.052 0.397
C -1.057 -2.055 1.503 -0.220 0.249 0.109 0.224
C -0.076 -1.393 2.447 -0.127 0.128 -0.057 0.026
O 0.924 -2.430 2.629 -0.010 -0.028 -0.001 -0.398
C 0.876 -3.245 1.578 -0.020 -0.012 0.118 0.626
O 1.684 -4.088 1.303 0.055 0.009 -0.129 -0.579
O -0.194 -2.980 0.802 0.070 -0.152 0.000 -0.362
H -1.515 -1.379 0.786 0.076 -0.060 0.106 -0.047
H -1.830 -2.624 2.017 0.038 -0.038 0.007 0.272
H 0.411 -0.525 2.007 -0.001 0.013 0.024 0.113
H -0.504 -1.119 3.404 0.085 -0.115 0.064 0.161
C 4.185 2.350 1.599 0.083 -0.068 0.018 -0.490
C 3.859 0.929 1.175 0.103 0.022 0.021 -0.131
O 2.531 0.756 1.681 0.047 -0.062 -0.104 -0.181
C 1.963 1.986 1.817 -0.005 0.017 -0.001 0.622
O 0.812 2.158 2.056 -0.010 -0.015 -0.006 -0.549
O 2.880 2.950 1.636 -0.051 -0.031 -0.012 -0.332
H 4.816 2.888 0.899 -0.078 0.068 -0.014 0.344
H 4.627 2.408 2.591 0.002 0.012 -0.003 0.278
H 3.837 0.816 0.088 0.005 0.026 0.001 0.064
H 4.518 0.181 1.608 -0.064 -0.018 0.059 0.351
C 2.892 6.474 3.801 -0.054 0.043 0.047 -0.324
C 3.873 7.123 4.761 -0.054 0.067 -0.018 -0.319
O 4.866 6.101 4.910 0.012 0.005 -0.004 -0.330
C 4.820 5.298 3.829 0.030 0.007 0.018 0.662
O 5.620 4.453 3.574 -0.023 -0.034 -0.010 -0.531
O 3.738 5.577 3.071 0.005 0.021 -0.008 -0.260
H 2.419 7.170 3.114 0.060 -0.023 -0.061 0.285
H 2.127 5.888 4.314 0.004 0.004 0.010 0.265
H 4.347 8.009 4.337 -0.006 -0.002 -0.008 0.260
H 3.449 7.364 5.731 0.038 -0.077 0.033 0.296
C -1.514 1.605 -3.528 0.050 0.138 -0.017 -0.549
C -0.167 1.280 -2.910 0.068 0.067 -0.234 -0.028
O -0.541 0.709 -1.648 0.021 -0.148 0.014 0.021
C -1.808 0.239 -1.750 -0.041 0.013 -0.013 0.474
O -2.346 -0.440 -0.933 0.083 -0.014 -0.193 -0.584
O -2.367 0.629 -2.914 -0.025 -0.018 0.028 -0.403
H -1.542 1.490 -4.607 -0.034 -0.098 0.013 0.362
H -1.869 2.599 -3.254 -0.007 -0.006 0.013 0.273
H 0.376 0.530 -3.491 -0.077 0.075 0.019 -0.020
H 0.462 2.151 -2.750 -0.040 0.014 0.131 0.372
C -5.104 -2.292 -4.420 -0.051 0.088 -0.015 -0.179
C -5.423 -2.453 -5.896 -0.099 0.006 0.047 -0.331
O -4.155 -2.861 -6.435 0.000 -0.030 -0.026 -0.352
C -3.434 -3.417 -5.450 -0.056 0.015 -0.018 0.762
O -2.404 -4.003 -5.598 0.065 0.074 0.169 -0.579
O -4.022 -3.222 -4.250 0.042 0.032 -0.018 -0.319
H -5.922 -2.560 -3.758 0.039 -0.089 0.009 0.310
H -4.744 -1.293 -4.173 0.006 -0.001 0.001 0.131
H -6.148 -3.245 -6.085 0.002 -0.003 0.008 0.261
H -5.746 -1.537 -6.381 0.089 0.011 -0.035 0.309
C -3.897 0.251 5.864 0.027 0.015 0.082 -0.348
C -2.954 1.423 5.659 -0.053 0.036 0.066 -0.289
O -2.303 1.071 4.430 0.017 -0.015 -0.005 -0.259
C -3.106 0.228 3.748 -0.070 0.035 -0.014 0.618
O -2.928 -0.112 2.620 0.074 -0.071 0.050 -0.484
O -4.135 -0.181 4.518 0.002 -0.010 -0.011 -0.328
H -4.839 0.518 6.334 -0.037 0.005 -0.082 0.289
H -3.431 -0.567 6.415 0.004 0.007 0.004 0.252
H -3.483 2.365 5.513 -0.009 -0.006 0.003 0.272
H -2.213 1.537 6.445 0.060 -0.043 -0.054 0.286
```
Positions in Å, forces in eV/Å.

---

Below is a structure of composition C17H29IrN2S, with properties calculated with ωB97M-V/def2-TZVPD.

charge: +2
HOMO level (alpha / beta): -13.4 / -16.0 eV
molecular weight: 485.72 g mol⁻¹
energy: -34735.229 eV
multiplicity: 5
frontier orbital gap (alpha / beta): 7.5597 / 6.4379 eV

Structure (XYZ):
```
50
Properties=species:S:1:pos:R:3:forces:R:3:mulliken_charge:R:1
C 1.392 2.298 -1.130 0.650 0.428 -0.344 0.208
H 2.128 2.644 -0.394 -0.004 -0.221 -0.186 0.553
H 1.910 2.116 -2.081 -0.099 -0.066 0.203 0.357
H 1.048 1.247 -0.740 0.477 1.598 -0.787 -0.813
C 0.250 3.293 -1.279 -0.314 -0.514 0.252 0.156
H -0.641 2.746 -1.610 -0.035 0.157 -0.032 0.107
H 0.017 3.693 -0.285 -0.130 0.043 -0.089 0.189
C 0.521 4.450 -2.237 0.021 0.108 0.007 -1.432
H -0.397 5.030 -2.358 0.103 0.004 -0.024 0.391
H 1.289 5.130 -1.860 -0.031 -0.170 -0.044 0.355
H 0.825 4.100 -3.229 -0.018 -0.021 0.143 0.342
C -0.948 -2.132 -0.240 -0.267 -1.709 -0.908 0.247
C -1.539 -1.141 -1.098 -0.335 -0.133 0.141 0.586
C -0.572 -0.787 -2.101 0.128 -0.483 -0.830 0.597
C 0.628 -1.553 -1.857 -0.410 -1.335 -1.070 0.458
C 0.370 -2.421 -0.735 -0.335 -1.173 -0.454 0.243
C 1.295 -3.445 -0.175 0.146 -0.130 0.099 -1.195
C 1.893 -1.485 -2.638 0.144 0.121 0.020 -1.401
C -0.753 0.201 -3.197 -0.122 0.220 -0.178 -1.164
C -2.926 -0.611 -0.959 -0.170 0.108 -0.019 -1.753
C -1.608 -2.808 0.914 -0.105 0.151 0.065 -1.039
Ir 0.310 -0.318 -0.146 -0.884 2.807 2.188 0.454
H 2.730 -1.805 -2.015 0.001 0.029 -0.194 0.434
H 1.855 -2.125 -3.526 -0.043 0.070 0.106 0.315
H 2.079 -0.457 -2.960 0.056 -0.150 -0.101 0.289
H 2.315 -3.296 -0.537 -0.110 -0.070 0.115 0.369
H 1.305 -3.429 0.920 0.022 -0.004 -0.158 0.260
H 0.977 -4.450 -0.478 0.023 0.154 -0.012 0.352
H -2.502 -2.256 1.216 0.120 -0.174 0.059 0.351
H -1.912 -3.827 0.639 0.082 0.185 0.047 0.333
H -0.927 -2.881 1.769 -0.141 -0.094 -0.113 0.120
H -3.043 0.329 -1.502 -0.073 -0.122 0.128 0.384
H -3.656 -1.327 -1.359 0.177 0.094 0.013 0.351
H -3.178 -0.447 0.093 -0.009 0.023 -0.190 0.404
H 0.091 0.896 -3.246 -0.117 -0.096 -0.086 0.225
H -0.827 -0.304 -4.167 0.013 0.043 0.149 0.330
H -1.667 0.778 -3.043 0.155 -0.021 -0.134 0.345
C 0.760 -1.367 4.099 0.124 -0.222 0.125 -0.610
N 0.228 -0.042 3.779 -0.080 0.454 -0.102 0.137
C -0.516 0.769 4.630 0.234 -0.307 -0.421 -0.141
C -0.793 1.912 3.956 0.286 -0.314 -0.589 -0.517
N -0.217 1.777 2.694 0.074 0.035 0.279 0.095
C 0.440 0.600 2.611 -0.761 0.320 1.712 0.173
S 1.630 0.091 1.488 1.734 0.097 0.897 -0.315
H 0.388 -2.114 3.386 0.023 0.297 0.254 0.144
H 1.856 -1.355 4.054 -0.255 0.037 0.128 0.379
H 0.425 -1.621 5.108 0.154 -0.026 -0.235 0.307
H -0.755 0.448 5.632 -0.070 0.095 -0.109 0.446
H -1.324 2.795 4.259 -0.092 0.036 -0.057 0.454
H -0.253 2.460 1.940 0.068 -0.160 0.336 0.141
```
Positions in Å, forces in eV/Å.